1.
C19H26N4O2 in the gas phase, computed with wB97M-V/def2-TZVPD.

Summary:
Charge: 0
E_HOMO in eV: -7.44
Lowest unoccupied orbital energy in eV: 0.5329
ΔE to the lowest compared entry with this formula, charge and spin in kJ/mol: 68.8
Structure (SMILES): CCCCNC(=O)CCC(=O)Nc1ncc(-c2ccc(C)cc2)n1C

Geometry (Å):
C1 3.458277 6.476439 0.615057
C2 4.180434 5.182312 0.968758
C3 3.276226 4.224642 1.740643
H1 2.931149 4.710919 2.657395
H2 2.398826 3.984466 1.136753
C4 4.006927 2.930649 2.096495
N1 3.160040 2.019200 2.835379
C5 2.759206 0.829607 2.350535
O1 3.126102 0.403854 1.270220
C6 1.821841 0.064515 3.275453
H3 0.811112 0.457109 3.133398
H4 2.110968 0.261536 4.309715
C7 1.839801 -1.448337 3.020081
C8 0.830724 -1.911275 1.976417
O2 -0.036115 -2.721388 2.231736
N2 1.001407 -1.320939 0.766053
C9 0.313905 -1.642427 -0.393645
N3 0.903947 -1.796036 -1.554175
C10 -0.090356 -2.071044 -2.431142
C11 -1.306717 -2.090849 -1.792324
N4 -1.034147 -1.798309 -0.470637
C12 -1.991371 -1.500462 0.557737
H5 -2.055888 -2.316319 1.280434
H6 -1.677568 -0.600456 1.091200
H7 -2.964643 -1.325576 0.101321
C13 -2.622320 -2.396049 -2.326041
C14 -3.534782 -3.187465 -1.629705
C15 -4.768173 -3.484629 -2.177940
C16 -5.127844 -3.012104 -3.433048
C17 -4.210030 -2.236498 -4.133688
C18 -2.977731 -1.931983 -3.593071
H8 -2.276767 -1.324468 -4.145934
H9 -4.469053 -1.866719 -5.115930
C19 -6.473131 -3.316137 -4.019000
H10 -7.139923 -2.462754 -3.888620
H11 -6.924532 -4.176869 -3.531417
H12 -6.392996 -3.516396 -5.085564
H13 -5.460122 -4.102985 -1.623208
H14 -3.266007 -3.600052 -0.668734
H15 0.126653 -2.269534 -3.461229
H16 1.870499 -0.800171 0.622158
H17 1.606990 -1.981285 3.942530
H18 2.836535 -1.746607 2.687701
H19 2.802588 2.342589 3.720596
H20 4.897506 3.156027 2.693044
H21 4.313235 2.405412 1.189620
H22 4.521506 4.693964 0.054179
H23 5.061968 5.410888 1.571971
H24 3.125515 6.988321 1.515563
H25 2.587772 6.270492 -0.003431
H26 4.118562 7.143181 0.066339

Forces on the atoms, in the same order (eV/Å):
0.21 -0.15 0.00
-0.30 0.05 0.13
0.41 -0.13 -0.12
-0.08 0.03 0.02
-0.08 -0.02 0.04
-0.07 0.21 -0.18
0.09 0.28 0.18
-0.26 0.09 0.62
0.18 -0.17 -0.38
0.09 -0.21 -0.17
0.02 0.06 0.05
-0.05 0.04 -0.03
-0.10 -0.01 0.08
0.33 0.03 0.36
-0.11 -0.17 0.03
0.15 0.33 -0.19
-0.17 -0.31 -0.46
0.51 0.12 0.54
-0.56 0.04 0.19
0.50 -0.02 -0.43
0.38 -0.05 -0.17
-0.37 0.03 0.50
-0.05 0.13 -0.12
-0.04 -0.04 -0.02
0.11 0.07 0.02
-0.29 -0.07 -0.03
0.09 0.06 -0.09
-0.07 0.03 -0.05
0.03 -0.03 -0.01
-0.05 -0.10 0.02
0.03 0.00 0.14
0.06 0.09 -0.03
-0.02 0.03 -0.10
-0.01 0.07 0.02
-0.10 0.00 -0.03
-0.07 -0.05 -0.01
-0.06 -0.04 -0.06
-0.07 -0.07 0.03
0.04 -0.03 0.10
-0.07 -0.08 -0.25
-0.16 -0.03 0.11
-0.01 0.00 -0.15
0.01 -0.02 0.04
-0.03 -0.20 -0.05
-0.02 -0.03 -0.11
0.05 0.08 0.12
0.09 -0.04 -0.01
0.09 -0.04 -0.03
-0.06 0.09 0.07
-0.11 0.03 -0.07
-0.01 0.13 -0.06



2.
C19H26N4O3 in the gas phase, computed with wB97M-V/def2-TZVPD.

Summary:
Charge: 0
E_HOMO in eV: -9.67
Lowest unoccupied orbital energy in eV: -0.0989
ΔE to the lowest compared entry with this formula, charge and spin in kJ/mol: 201.8
Structure (SMILES): CO[C@]1(C(=O)NC[C@H](C)C(C)C)CCN(C(=O)c2cncc(C#N)c2)C1

Geometry (Å):
C1 -0.604621 -1.285907 -3.157443
O1 -0.514376 -1.153851 -1.749160
C2 0.682249 -1.627485 -1.138069
C3 0.516519 -1.490939 0.383847
O2 1.405023 -1.890644 1.120487
N1 -0.623279 -0.922312 0.807206
C4 -0.889054 -0.735099 2.222362
C5 -1.612008 -1.921343 2.868411
C6 -2.930198 -2.184805 2.147585
C7 -1.809372 -1.684800 4.376245
C8 -0.485567 -1.437398 5.099862
C9 -2.533432 -2.856076 5.036519
C10 1.937359 -0.864326 -1.607061
C11 2.648309 -1.773106 -2.625971
N2 1.848897 -2.997728 -2.666154
C12 1.709000 -3.669260 -3.834900
O3 2.287221 -3.345642 -4.860186
C13 0.864834 -4.910880 -3.820361
C14 0.860238 -5.829329 -2.777977
N3 0.163938 -6.961898 -2.793329
C15 -0.574355 -7.218579 -3.862255
C16 -0.629429 -6.367875 -4.966511
C17 -1.442979 -6.710182 -6.097968
N4 -2.100144 -6.986319 -6.998950
C18 0.118870 -5.198685 -4.951132
C19 0.990794 -3.088061 -1.491734
H1 -1.491167 -0.732837 -3.459168
H2 0.266272 -0.864926 -3.667768
H3 -0.724523 -2.329238 -3.464604
H4 -1.292911 -0.650203 0.108681
H5 0.074393 -0.573226 2.699264
H6 -1.488390 0.172889 2.340819
H7 -0.961412 -2.797937 2.750216
H8 -3.631030 -1.358946 2.307572
H9 -2.775113 -2.294036 1.073447
H10 -3.405873 -3.099138 2.497268
H11 -2.437560 -0.790173 4.491026
H12 0.217136 -2.251623 4.903123
H13 -0.007852 -0.505163 4.802597
H14 -0.647849 -1.389522 6.177831
H15 -1.990552 -3.789483 4.861953
H16 -2.592919 -2.704422 6.115475
H17 -3.549369 -2.982364 4.665581
H18 1.634484 0.086848 -2.044162
H19 2.576508 -0.656627 -0.753133
H20 2.693360 -1.357561 -3.631053
H21 3.669689 -2.007973 -2.320282
H22 1.451569 -5.649087 -1.885681
H23 -1.148896 -8.138177 -3.854532
H24 0.138344 -4.527674 -5.799489
H25 1.503866 -3.552766 -0.648556
H26 0.076460 -3.638164 -1.708916

Forces on the atoms, in the same order (eV/Å):
-0.02 0.04 0.01
0.12 -0.06 0.01
-0.05 0.05 0.10
-0.04 -0.06 -0.10
-0.04 0.03 0.00
0.09 0.02 0.06
-0.02 0.02 0.02
0.03 0.02 0.00
-0.03 -0.01 0.01
-0.01 0.02 -0.03
0.01 -0.02 0.02
0.00 -0.01 0.03
-0.01 -0.01 -0.14
0.02 0.02 0.00
0.00 0.03 -0.03
0.35 -0.24 0.19
-0.16 0.11 0.00
-0.10 0.09 -0.11
0.02 0.02 0.09
-0.01 -0.05 0.03
-0.02 -0.01 0.00
0.04 0.03 0.01
-0.06 -0.03 -0.08
0.02 0.01 0.03
-0.01 -0.07 0.00
-0.18 0.06 -0.07
0.01 -0.01 -0.01
-0.01 0.00 0.01
-0.01 0.01 0.03
0.00 -0.01 -0.04
-0.01 0.01 0.01
0.00 -0.02 -0.01
-0.01 0.02 0.00
0.01 -0.01 0.00
-0.01 -0.01 0.00
-0.01 -0.01 -0.02
0.01 -0.02 -0.01
0.00 0.00 0.00
0.01 0.01 0.00
0.01 0.00 -0.01
0.00 0.01 0.00
-0.01 -0.01 -0.01
-0.01 0.00 0.00
0.02 0.00 0.01
0.01 -0.05 0.03
-0.01 0.03 0.01
-0.01 0.03 0.01
0.01 -0.05 -0.07
0.01 0.02 -0.01
-0.01 0.00 0.00
0.05 0.00 -0.01
0.00 0.03 0.06